No. 1
The following is a quantum chemistry calculation of the molecule C20H31N3O7S, from the Open Molecules 2025 dataset.

Values from the calculation:
SMILES string ... COCCN(CCOC)C(=O)[C@H]1CCCN(S(=O)(=O)c2ccc(NC(=O)OC)cc2)C1
Largest force on an atom ... 0.9 eV Å⁻¹
E ... -50881.127 eV
Multiplicity ... 1

```
62
Properties=species:S:1:pos:R:3:nbo_charge:R:1
C -1.113 -3.447 2.265 -0.24
O -1.676 -3.001 1.062 -0.56
C -3.072 -2.802 1.156 -0.07
C -3.624 -2.246 -0.157 -0.25
N -3.093 -0.928 -0.476 -0.44
C -2.329 -0.826 -1.705 -0.24
C -1.135 -1.785 -1.744 -0.09
O -1.553 -3.030 -2.265 -0.55
C -0.586 -4.037 -2.117 -0.25
C -3.474 0.089 0.330 0.70
O -4.238 -0.098 1.263 -0.65
C -2.868 1.464 0.082 -0.33
C -3.696 2.571 0.738 -0.39
C -3.010 3.915 0.504 -0.42
C -1.582 3.883 1.047 -0.22
N -0.820 2.770 0.518 -0.68
S -0.109 2.963 -0.987 2.33
O 0.027 4.365 -1.248 -0.94
O -0.746 2.139 -1.982 -0.96
C 1.500 2.274 -0.633 -0.36
C 1.810 0.979 -1.002 -0.19
C 3.042 0.440 -0.679 -0.20
C 3.971 1.213 0.017 0.17
N 5.229 0.733 0.367 -0.61
C 5.764 -0.504 0.144 0.89
O 5.235 -1.441 -0.390 -0.63
O 7.023 -0.520 0.636 -0.52
C 7.722 -1.748 0.481 -0.26
C 3.648 2.524 0.379 -0.25
C 2.413 3.049 0.057 -0.15
C -1.458 1.486 0.694 -0.22
H -1.282 -2.727 3.075 0.17
H -0.043 -3.555 2.094 0.19
H -1.533 -4.416 2.566 0.17
H -3.298 -2.104 1.973 0.20
H -3.571 -3.760 1.371 0.17
H -3.369 -2.918 -0.975 0.23
H -4.711 -2.176 -0.049 0.22
H -1.958 0.186 -1.847 0.24
H -2.981 -1.081 -2.550 0.21
H -0.350 -1.367 -2.393 0.17
H -0.731 -1.919 -0.733 0.20
H -1.006 -4.940 -2.556 0.19
H -0.365 -4.210 -1.057 0.18
H 0.344 -3.776 -2.637 0.16
H -2.793 1.683 -0.983 0.24
H -3.788 2.369 1.807 0.21
H -4.702 2.577 0.315 0.22
H -2.968 4.123 -0.568 0.21
H -3.566 4.718 0.990 0.22
H -1.044 4.789 0.769 0.24
H -1.591 3.786 2.138 0.20
H 1.083 0.407 -1.557 0.24
H 3.294 -0.568 -0.961 0.25
H 5.842 1.382 0.843 0.41
H 7.211 -2.547 1.020 0.19
H 8.713 -1.581 0.895 0.20
H 7.787 -2.018 -0.574 0.20
H 4.371 3.124 0.912 0.21
H 2.144 4.060 0.319 0.24
H -0.816 0.735 0.231 0.22
H -1.523 1.280 1.767 0.21
```

---

No. 2
The following is a quantum chemistry calculation of the molecule C20H31N5O4, from the Open Molecules 2025 dataset.

Values from the calculation:
SMILES string ... CN(C[C@@H](O)CNC(=O)c1cnn(CC2CCC2)c1)C(=O)C[C@H]1CCCC(=O)N1
Largest force on an atom ... 1.9 eV Å⁻¹
E ... -36884.090 eV
Multiplicity ... 1

```
60
Properties=species:S:1:pos:R:3:nbo_charge:R:1
C -2.278 1.899 0.498 -0.41
N -1.385 1.282 -0.495 -0.45
C -0.509 0.230 0.054 -0.25
C 0.941 0.682 0.363 0.09
O 0.915 1.719 1.329 -0.73
C 1.863 -0.468 0.840 -0.24
N 1.414 -1.132 2.072 -0.60
C 0.637 -2.221 2.111 0.66
O 0.215 -2.781 1.102 -0.65
C 0.317 -2.699 3.430 -0.28
C 0.646 -2.169 4.696 -0.03
N 0.169 -2.884 5.691 -0.26
N -0.500 -3.885 5.106 -0.16
C -1.125 -4.916 5.925 -0.20
C -0.096 -5.966 6.396 -0.22
C 0.957 -5.538 7.428 -0.40
C 0.839 -6.960 8.004 -0.39
C -0.572 -7.032 7.391 -0.40
C -0.429 -3.828 3.738 0.03
C -1.417 1.658 -1.800 0.69
O -2.125 2.584 -2.191 -0.64
C -0.573 0.904 -2.843 -0.51
C -0.202 1.715 -4.108 -0.03
C 0.636 2.989 -3.830 -0.41
C 2.112 2.666 -3.588 -0.40
C 2.714 1.893 -4.779 -0.50
C 1.805 0.799 -5.365 0.68
O 2.205 -0.095 -6.093 -0.63
N 0.492 0.871 -5.096 -0.62
H -2.895 2.699 0.083 0.25
H -2.957 1.149 0.906 0.20
H -1.715 2.321 1.330 0.19
H -0.949 -0.139 0.983 0.22
H -0.492 -0.642 -0.603 0.23
H 1.385 1.115 -0.533 0.16
H 0.255 2.360 1.048 0.47
H 1.988 -1.198 0.035 0.23
H 2.857 -0.063 1.038 0.22
H 1.629 -0.676 2.942 0.40
H 1.227 -1.279 4.890 0.20
H -1.607 -4.429 6.775 0.22
H -1.920 -5.385 5.344 0.21
H 0.362 -6.411 5.507 0.21
H 1.935 -5.260 7.032 0.21
H 0.610 -4.785 8.140 0.21
H 1.545 -7.670 7.567 0.20
H 0.887 -7.034 9.091 0.20
H -1.329 -6.686 8.099 0.20
H -0.856 -7.998 6.970 0.21
H -0.898 -4.572 3.110 0.23
H 0.335 0.494 -2.413 0.21
H -1.178 0.050 -3.142 0.24
H -1.133 2.034 -4.588 0.22
H 0.568 3.642 -4.702 0.21
H 0.220 3.575 -3.009 0.23
H 2.676 3.585 -3.419 0.22
H 2.222 2.079 -2.675 0.19
H 2.907 2.573 -5.608 0.23
H 3.671 1.442 -4.521 0.24
H -0.011 0.113 -5.529 0.40
```

---

No. 3
The following is a quantum chemistry calculation of the molecule C20H31N5O4, from the Open Molecules 2025 dataset.

Values from the calculation:
SMILES string ... CC(C)Cn1[nH]c(CC(=O)N2CC(CN(C)C(=O)CC(=O)NC3CC3)C2)cc1=O
Largest force on an atom ... 0.3 eV Å⁻¹
E ... -36883.282 eV
Multiplicity ... 1

```
60
Properties=species:S:1:pos:R:3:nbo_charge:R:1
C -0.191 -2.023 -0.005 -0.61
C 0.793 -3.178 -0.147 -0.23
C 0.188 -4.355 -0.904 -0.61
C 1.317 -3.675 1.213 -0.22
N 1.395 -2.683 2.260 -0.27
N 2.249 -1.585 2.109 -0.41
C 1.828 -0.645 3.040 0.23
C 2.654 0.582 3.271 -0.55
C 1.766 1.716 3.760 0.70
O 1.592 1.947 4.942 -0.61
N 1.163 2.422 2.783 -0.43
C 0.914 2.126 1.366 -0.20
C -0.252 3.145 1.405 -0.24
C -1.631 2.640 1.009 -0.21
N -1.961 2.837 -0.400 -0.42
C -2.846 3.946 -0.711 -0.41
C -1.389 2.014 -1.309 0.70
O -0.572 1.171 -0.943 -0.67
C -1.794 2.186 -2.762 -0.59
C -1.405 1.126 -3.794 0.68
O -1.963 1.149 -4.878 -0.63
N -0.439 0.251 -3.466 -0.62
C -0.013 -0.756 -4.390 -0.06
C 0.827 -1.870 -3.859 -0.43
C -0.592 -2.137 -4.294 -0.42
C -0.008 3.280 2.929 -0.20
C 0.666 -1.021 3.602 -0.39
C 0.322 -2.339 3.073 0.62
O -0.663 -3.037 3.236 -0.64
H -1.038 -2.310 0.622 0.22
H 0.279 -1.144 0.436 0.21
H -0.580 -1.726 -0.981 0.21
H 1.654 -2.811 -0.719 0.19
H -0.711 -4.707 -0.393 0.21
H -0.086 -4.070 -1.921 0.22
H 0.888 -5.191 -0.967 0.21
H 0.627 -4.421 1.612 0.24
H 2.291 -4.158 1.099 0.20
H 3.230 -1.842 2.157 0.38
H 3.397 0.393 4.047 0.26
H 3.170 0.858 2.349 0.23
H 1.743 2.369 0.700 0.20
H 0.589 1.102 1.182 0.22
H -0.023 4.066 0.869 0.21
H -1.717 1.578 1.251 0.23
H -2.392 3.173 1.582 0.21
H -2.822 4.188 -1.768 0.22
H -3.877 3.722 -0.426 0.20
H -2.522 4.832 -0.162 0.20
H -2.875 2.290 -2.851 0.25
H -1.371 3.126 -3.129 0.25
H -0.092 0.280 -2.515 0.44
H 0.196 -0.374 -5.380 0.22
H 1.637 -2.235 -4.474 0.22
H 1.031 -1.874 -2.796 0.21
H -1.328 -2.301 -3.519 0.22
H -0.757 -2.684 -5.211 0.22
H -0.781 2.826 3.557 0.20
H 0.209 4.280 3.302 0.21
H 0.077 -0.467 4.312 0.25
```

---

No. 4
The following is a quantum chemistry calculation of an isolated ion of composition C20H31N6O2 and charge +1, from the Open Molecules 2025 dataset.

Values from the calculation:
SMILES string ... CC(C)C[C@@H](c1nnnn1C1CCCC1)[NH+]1CCN(C(=O)c2ccco2)CC1
Charge ... +1
Largest force on an atom ... 1.9 eV Å⁻¹
E ... -34271.553 eV
Multiplicity ... 1

```
59
Properties=species:S:1:pos:R:3:nbo_charge:R:1
C -1.281 -1.108 3.927 -0.61
C -1.153 -1.887 2.620 -0.20
C -0.718 -3.321 2.917 -0.60
C -0.133 -1.216 1.674 -0.41
C -0.782 -0.269 0.656 -0.06
C -1.438 0.906 1.297 0.29
N -0.786 1.990 1.671 -0.34
N -1.690 2.822 2.161 -0.03
N -2.845 2.320 2.105 -0.04
N -2.755 1.107 1.559 -0.17
C -3.929 0.297 1.342 -0.04
C -4.666 0.035 2.671 -0.41
C -5.867 0.977 2.642 -0.41
C -6.276 0.959 1.174 -0.40
C -4.937 1.048 0.442 -0.42
N 0.224 0.269 -0.336 -0.35
C 1.486 0.782 0.271 -0.26
C 2.304 1.480 -0.812 -0.24
N 2.591 0.564 -1.893 -0.45
C 3.871 0.045 -1.965 0.64
O 4.693 0.361 -1.127 -0.59
C 4.245 -0.833 -3.070 0.11
C 5.494 -1.377 -3.263 -0.19
C 5.433 -2.103 -4.467 -0.31
C 4.159 -1.954 -4.930 0.13
O 3.431 -1.194 -4.099 -0.41
C 1.398 0.038 -2.494 -0.24
C 0.547 -0.676 -1.431 -0.23
H -0.354 -1.170 4.491 0.22
H -1.499 -0.057 3.757 0.20
H -2.076 -1.526 4.538 0.23
H -2.132 -1.926 2.129 0.19
H -1.411 -3.784 3.613 0.23
H 0.271 -3.332 3.367 0.21
H -0.697 -3.922 2.011 0.21
H 0.584 -0.668 2.284 0.23
H 0.396 -1.996 1.124 0.22
H -1.529 -0.825 0.075 0.24
H -3.596 -0.637 0.882 0.21
H -4.023 0.209 3.531 0.23
H -5.002 -1.002 2.695 0.22
H -6.662 0.649 3.307 0.23
H -5.558 1.982 2.931 0.22
H -6.937 1.780 0.909 0.23
H -6.776 0.019 0.936 0.20
H -4.979 0.627 -0.561 0.22
H -4.637 2.094 0.369 0.23
H -0.210 1.095 -0.769 0.44
H 1.221 1.479 1.070 0.29
H 2.057 -0.057 0.667 0.23
H 3.258 1.806 -0.391 0.29
H 1.769 2.352 -1.204 0.20
H 6.334 -1.254 -2.611 0.26
H 6.224 -2.656 -4.929 0.25
H 3.667 -2.326 -5.807 0.22
H 1.642 -0.663 -3.289 0.28
H 0.821 0.863 -2.933 0.20
H -0.376 -1.046 -1.882 0.23
H 1.104 -1.516 -1.013 0.23
```

---

- Which value of E does entry 4 give?
  -34271.553 eV